DFT (ωB97M-V/def2-TZVPD) results for 2 unconnected molecules or ions with the total composition C2H3FS in a non-equilibrium geometry.

Summary:
Lowest unoccupied orbital energy: -0.550 eV
Kohn-Sham gap: 8.5156 eV
2S+1: 1
F_max: 5.5 eV/A
HOMO level: -9.07 eV
E_tot: -15672.809 eV
Relative energy (zero: lowest compared OMol25 entry of this formula, charge and spin): 39.5 kcal per mole

```
7
C2H3FS | the Open Molecules 2025 dataset | ωB97M-V/def2-TZVPD
C -0.3563 0.1334 -1.1408
C -0.0692 0.3395 0.3811
F -1.1956 0.1255 1.0122
S 0.6649 0.6780 -2.2307
H -1.2794 -0.3058 -1.3089
H 0.4883 1.2310 0.7845
H 0.9749 -0.6460 0.6033
```

How is the electron density shared among the atoms? According to Löwdin, the charges in e are: -0.6692 -0.3455 -0.0165 0.6968 0.0252 0.1096 0.1996

DFT (ωB97M-V/def2-TZVPD) results for 11 unconnected molecules or ions with the total composition C44H72O27 in a non-equilibrium geometry.

Summary:
Lowest unoccupied orbital energy: 0.423 eV
Kohn-Sham gap: 9.8995 eV
2S+1: 1
F_max: 3.6 eV/A
HOMO level: -9.48 eV
Structure (SMILES): C[C@H]1COC(=O)O1.C[C@H]1COC(=O)O1.C[C@H]1COC(=O)O1.C[C@H]1COC(=O)O1.C[C@H]1COC(=O)O1.C[C@H]1COC(=O)O1.C[C@H]1COC(=O)O1.C[C@H]1COC(=O)O1.C1CCOC1.C1CCOC1.C1CCOC1
E_tot: -102076.603 eV
Relative energy (zero: lowest compared OMol25 entry of this formula, charge and spin): 43.5 kcal per mole

```
143
C44H72O27 | the Open Molecules 2025 dataset | ωB97M-V/def2-TZVPD
C 9.0870 9.2125 17.8871
C 10.5601 9.1459 18.2532
C 10.9476 7.8912 19.0306
O 12.0893 7.4259 18.3390
C 12.3008 8.1428 17.2318
O 13.1126 7.7726 16.4002
O 11.3426 9.0117 17.0839
H 8.4262 9.0240 18.7642
H 8.9448 8.5516 17.0917
H 8.8150 10.2188 17.4566
H 10.8375 10.0283 18.8742
H 10.1947 7.0687 19.0165
H 11.2587 8.1030 20.0432
C 14.6278 6.5802 10.0191
C 14.0443 7.6443 9.1419
C 14.5092 7.6167 7.7341
O 13.4170 8.1752 7.0178
C 12.2991 7.8411 7.6967
O 11.2031 8.0298 7.2742
O 12.6445 7.3129 8.9137
H 15.6957 6.7295 10.1699
H 14.5107 5.5750 9.5800
H 14.1106 6.7356 10.9160
H 14.1449 8.6112 9.6254
H 14.6786 6.5169 7.4153
H 15.4388 8.2310 7.5607
C 15.6855 13.6882 11.0239
C 16.6936 12.7302 10.5131
C 17.7425 12.4075 11.5871
O 17.9997 10.9759 11.3253
C 17.0246 10.4656 10.6238
O 16.8388 9.2929 10.3274
O 16.1221 11.4040 10.2403
H 16.2433 14.5742 11.2791
H 15.2466 13.3107 12.0016
H 14.8742 14.0457 10.3529
H 17.1129 13.1012 9.5376
H 17.3197 12.3761 12.5540
H 18.7105 12.8981 11.3640
C 15.3841 4.9267 18.1780
C 16.5164 5.3456 17.2460
C 16.0247 6.3190 16.2214
O 16.3575 7.6537 16.7379
C 17.3880 7.4455 17.6275
O 17.9365 8.3671 18.1855
O 17.5917 6.1050 17.8892
H 14.7754 5.8119 18.4550
H 15.7033 4.2960 19.0047
H 14.6735 4.4765 17.5107
H 17.0209 4.4654 16.7683
H 14.9404 6.3249 16.0230
H 16.5699 6.1459 15.2351
C 8.9166 14.1822 22.9248
C 10.0136 13.5674 22.1209
C 10.2798 12.0759 22.2939
O 9.9382 11.4775 20.9882
C 9.6201 12.4791 20.1361
O 9.1912 12.3415 19.0282
O 9.9104 13.6499 20.7207
H 9.1914 14.0714 23.9940
H 7.9286 13.7697 22.7724
H 8.8818 15.2208 22.6423
H 10.9108 14.1456 22.3297
H 9.6676 11.5469 23.0920
H 11.2696 11.8564 22.4728
C 13.9897 16.2910 16.0752
C 12.5459 15.9247 16.1968
C 12.1215 14.6391 15.4811
O 12.3399 13.6354 16.4971
C 12.1724 14.1936 17.6560
O 12.0927 13.6691 18.7259
O 12.2369 15.5756 17.6101
H 14.6804 15.5069 16.4239
H 14.0750 17.0753 16.8315
H 14.3057 16.5518 15.0884
H 12.0707 16.8072 15.8596
H 12.8288 14.3479 14.6399
H 11.0996 14.5998 15.2171
C 17.8631 15.0328 18.4165
C 16.8335 15.4774 19.4666
C 17.2224 16.0846 20.8117
O 17.3881 17.4795 20.4401
C 16.3401 17.6768 19.5942
O 15.8807 18.7349 19.3087
O 16.0072 16.5081 18.9923
H 17.3371 14.8311 17.5253
H 18.3438 14.1826 18.8913
H 18.6032 15.8183 18.2577
H 16.1268 14.6520 19.5747
H 18.1309 15.6974 21.1873
H 16.4508 15.8747 21.5623
C 16.6839 9.2922 14.0814
C 15.9490 10.3568 14.9307
C 16.6520 10.9533 16.1231
O 16.1259 12.2534 16.1604
C 15.7255 12.6111 14.9457
O 15.3648 13.7640 14.6833
O 15.7402 11.5459 14.1378
H 16.0271 8.7834 13.4154
H 16.9498 8.5928 14.8887
H 17.5841 9.5955 13.5680
H 14.9417 9.9034 15.1658
H 17.7280 10.9473 15.8851
H 16.5780 10.5469 17.0510
C 13.9768 11.1400 18.8992
C 14.6371 12.4493 19.4102
C 14.6554 12.1263 20.8866
O 13.3497 11.5959 21.2118
C 13.1521 10.6942 20.1543
H 14.7446 10.3441 18.6201
H 13.3107 11.2308 18.0481
H 14.0192 13.3010 19.2638
H 15.6282 12.5875 19.0596
H 14.7920 13.0508 21.5157
H 15.3902 11.3105 21.1207
H 12.0518 10.5082 20.1000
H 13.4918 9.7897 20.5259
C 11.8609 10.4650 11.7134
C 11.3364 10.6834 13.0986
C 12.0727 9.6377 14.0129
O 13.1287 9.0854 13.1680
C 13.2341 9.9998 12.0754
H 11.9794 11.3460 10.9937
H 11.2486 9.6928 11.1093
H 10.2627 10.5770 13.1480
H 11.5560 11.7274 13.4172
H 11.4672 8.8887 14.5421
H 12.4378 10.2218 14.8402
H 13.8021 9.5923 11.1891
H 13.8195 10.8539 12.3951
C 17.8378 17.7641 13.4849
C 17.8150 16.9071 14.7720
C 18.1862 15.4768 14.2959
O 17.9499 15.5005 12.8844
C 18.4465 16.7645 12.4840
H 18.4827 18.6484 13.6223
H 16.8356 17.8777 13.1164
H 16.8385 16.9311 15.2303
H 18.5410 17.2028 15.5134
H 17.5086 14.7565 14.6675
H 19.2234 15.2418 14.5787
H 18.2287 17.0243 11.4204
H 19.4893 16.8690 12.4800
```

Löwdin population analysis, charges in e, atoms 1 to 99: -0.0100 -0.3070 -0.0817 0.0647 -0.5678 0.1233 0.0998 0.1089 0.0626 0.0984 0.1210 0.1489 0.1257 -0.0135 -0.3494 -0.1179 0.0615 -0.5557 0.1588 0.0735 0.0881 0.1005 0.0666 0.1205 0.1639 0.1559 -0.0298 -0.2974 -0.0173 0.0627 -0.5893 0.1016 0.0657 0.0668 0.0986 0.1007 0.1694 0.1005 0.1525 -0.0114 -0.3085 -0.1029 0.0052 -0.5071 0.1304 0.0713 0.0961 0.0888 0.0814 0.1652 0.1201 0.1525 -0.0217 -0.3381 -0.0384 0.0382 -0.5689 0.1490 0.0854 0.1042 0.0873 0.0836 0.1566 0.1546 0.0804 -0.0397 -0.2739 -0.0505 0.0874 -0.5730 0.1400 0.0840 0.0803 0.0945 0.0815 0.1366 0.1474 0.1188 0.0142 -0.3251 -0.0673 0.0735 -0.5581 0.1694 0.0653 0.0581 0.0908 0.0913 0.1227 0.1197 0.1402 0.0221 -0.2550 -0.0865 0.0783 -0.5337 0.0890 0.0650 0.0747